3 unconnected molecules or ions with the total composition C24H52BN4O at a distorted geometry. Source: OMol25; level of theory: the ωB97M-V functional and the def2-TZVPD basis.

Its HOMO energy is -11.6 eV. The charge is +1. The total energy is -34401.1636 eV.

Geometry as XYZ:
```
82
Properties=species:S:1:pos:R:3:forces:R:3
C -3.737 -3.940 1.713 -0.312 1.210 0.613
C -3.723 -2.663 0.656 -1.432 -0.529 0.648
C -4.306 -3.155 -0.807 -0.615 0.715 0.297
N -3.235 -3.121 -1.919 1.673 -0.846 2.393
C -2.004 -3.875 -1.486 1.983 -2.637 1.139
C -2.246 -5.465 -1.024 1.813 1.737 -0.442
N -1.148 -6.396 -0.560 1.631 4.198 -0.908
C 0.284 -5.920 -0.443 0.146 2.449 -1.156
N 1.371 -6.872 0.059 -3.063 2.743 0.478
C 1.141 -6.994 1.574 -0.084 0.147 2.317
C 1.987 -5.803 2.388 -0.702 -0.211 -1.021
C 0.711 -4.363 -0.863 -4.815 -1.526 -0.531
C -0.466 -3.317 -1.425 -0.842 -4.529 1.400
B -0.103 -1.787 -1.901 0.230 2.677 -1.562
O -0.851 -1.140 -3.037 1.217 -4.150 2.359
N 0.999 -0.918 -1.280 -0.908 -2.896 0.339
C 1.002 -1.002 0.232 0.305 1.428 0.475
C 2.356 -1.207 -1.886 0.334 1.134 -0.789
H -3.796 -3.450 2.796 0.311 -1.329 -2.217
H -4.751 -4.537 1.570 2.316 1.096 0.225
H -2.781 -4.622 1.640 -2.019 1.290 0.075
H -4.510 -1.882 1.097 1.768 -1.671 -1.014
H -2.698 -2.100 0.603 -1.852 -1.288 -0.078
H -5.169 -2.379 -1.088 1.984 -1.914 0.200
H -4.768 -4.231 -0.803 0.828 2.187 0.275
H -3.077 -2.103 -2.067 0.623 -1.130 -0.034
H -3.347 -5.903 -1.094 2.848 0.806 0.277
H -1.331 -7.407 -0.285 0.109 1.842 -0.581
H 2.273 -6.356 -0.049 -1.021 -0.584 -0.179
H 1.417 -8.082 1.975 -0.490 2.455 -1.104
H 0.003 -6.788 1.854 2.398 -0.648 -0.853
H 3.142 -5.966 2.277 -2.244 0.226 0.472
H 1.712 -4.798 1.826 0.556 -1.885 1.331
H 1.615 -5.738 3.502 1.004 -0.174 -2.275
H 1.833 -4.048 -0.763 -2.488 -0.719 -0.227
H -1.286 -1.932 -3.490 0.516 1.731 0.445
H -0.038 -0.572 0.609 2.151 -1.231 -0.601
H 1.260 -2.060 0.668 -0.587 1.911 -0.659
H 1.814 -0.213 0.610 -1.684 -1.811 -0.699
H 3.127 -0.486 -1.365 -1.412 -1.602 -0.980
H 2.694 -2.328 -1.788 -0.446 2.100 -0.249
H 2.302 -0.857 -3.026 0.249 -1.067 2.435
C 1.331 2.267 -1.636 -0.047 -0.234 -0.289
C 2.830 2.502 -1.538 -0.044 0.184 0.115
C 3.194 3.933 -1.135 0.216 0.026 -0.011
C 2.754 5.025 -2.118 -0.156 -0.078 0.005
C 3.280 4.872 -3.547 -0.057 0.139 0.067
C 4.796 4.940 -3.642 0.105 -0.075 -0.207
H 0.875 2.886 -2.414 0.012 0.025 0.105
H 1.130 1.220 -1.886 -0.101 0.361 0.077
H 0.838 2.488 -0.685 -0.009 0.028 -0.044
H 3.308 2.237 -2.487 0.021 0.044 0.034
H 3.240 1.817 -0.786 0.075 0.044 -0.018
H 4.279 3.991 -0.989 -0.084 0.033 -0.005
H 2.748 4.151 -0.156 0.017 -0.044 -0.068
H 3.078 5.995 -1.722 -0.017 -0.072 -0.042
H 1.659 5.065 -2.149 0.062 0.003 0.033
H 2.857 5.678 -4.159 -0.019 -0.119 0.056
H 2.926 3.934 -3.988 -0.029 0.041 0.048
H 5.170 5.889 -3.244 0.001 -0.110 -0.002
H 5.111 4.865 -4.689 0.042 0.026 0.179
H 5.273 4.122 -3.094 0.005 0.093 -0.028
C -0.793 5.146 0.621 -0.003 0.236 -0.034
C -0.392 4.667 2.008 0.080 -0.139 -0.022
C -0.816 3.225 2.297 0.012 -0.009 0.184
C -2.328 2.969 2.285 0.015 0.108 -0.165
C -3.146 3.823 3.257 -0.056 -0.127 -0.065
C -2.787 3.586 4.716 -0.063 0.177 0.160
H -1.879 5.159 0.496 0.086 -0.007 -0.036
H -0.428 6.165 0.456 -0.080 -0.140 -0.067
H -0.362 4.504 -0.153 -0.071 0.041 0.020
H -0.800 5.346 2.764 0.027 -0.088 -0.012
H 0.699 4.730 2.095 -0.096 -0.002 0.067
H -0.405 2.927 3.269 -0.048 -0.002 -0.063
H -0.349 2.562 1.557 -0.005 0.054 0.012
H -2.499 1.910 2.511 -0.019 0.028 0.027
H -2.714 3.125 1.271 0.045 -0.012 0.045
H -4.207 3.585 3.117 0.091 0.071 -0.043
H -3.036 4.887 3.020 0.009 -0.092 -0.039
H -2.929 2.535 4.986 0.056 0.068 0.004
H -3.430 4.191 5.364 0.140 -0.132 -0.027
H -1.750 3.861 4.927 -0.089 -0.055 0.016
```
Forces are in eV/Å.



A molecular structure, C24H52FN6O14SZr at a distorted geometry. Source: OMol25; level of theory: the ωB97M-V functional and the def2-TZVPD basis.

As for the energy above the lowest of the compared OMol25 structures with the same formula, charge and spin: 96.14 kJ/mol. Its HOMO energy is -14.2 eV. The charge is +3. The total energy is -78149.5671 eV.

Geometry as XYZ:
```
99
Properties=species:S:1:pos:R:3:forces:R:3
Zr -20.106 -5.134 -5.833 1.294 4.045 -7.576
C -18.724 -3.481 -8.479 0.587 0.076 -0.092
O -19.353 -4.342 -7.570 -1.766 -1.948 3.310
H -19.307 -2.585 -8.712 0.051 0.064 0.352
H -17.745 -3.229 -8.066 -0.013 0.367 -0.188
H -18.545 -3.977 -9.439 -0.051 -0.205 0.177
C -16.525 -0.134 -8.018 -0.523 0.455 0.502
C -15.283 0.090 -8.854 0.294 -0.317 0.160
O -15.014 1.169 -9.328 -0.215 0.236 -0.238
N -14.487 -0.997 -8.978 -0.139 -0.213 0.046
C -13.343 -0.974 -9.866 -0.407 0.158 -0.488
H -16.322 0.184 -6.989 0.162 -0.126 -0.008
H -16.886 -1.161 -8.015 0.137 -0.145 -0.025
H -17.327 0.526 -8.352 0.129 -0.038 -0.253
H -14.686 -1.822 -8.428 0.087 0.194 -0.098
H -12.884 0.010 -9.839 0.276 -0.113 0.218
H -13.675 -1.112 -10.902 0.062 -0.094 0.050
H -12.656 -1.777 -9.619 0.192 0.139 0.157
C -20.018 -0.891 -4.983 -0.576 0.025 -0.046
C -18.983 -1.963 -5.035 -0.366 0.292 0.327
O -19.304 -3.200 -5.062 -0.265 -2.186 0.019
N -17.741 -1.593 -5.003 0.191 -0.380 0.168
C -16.628 -2.529 -5.013 0.197 0.061 0.351
H -20.715 -1.050 -4.158 0.162 -0.144 0.101
H -20.624 -0.896 -5.892 0.158 -0.023 -0.096
H -19.579 0.095 -4.866 0.031 0.020 -0.064
H -17.556 -0.616 -4.827 0.125 0.057 -0.232
H -16.784 -3.297 -5.766 -0.066 0.080 -0.062
H -16.525 -2.990 -4.029 -0.044 -0.014 -0.005
H -15.709 -2.006 -5.254 -0.088 0.039 -0.052
C -18.379 -9.151 -6.039 -0.060 -0.223 0.175
C -18.286 -7.943 -6.901 0.096 0.112 0.711
O -18.953 -6.898 -6.604 -0.461 1.051 1.360
N -17.428 -7.916 -7.883 -0.360 -0.290 -0.440
C -17.077 -6.730 -8.639 0.511 0.605 0.276
H -19.381 -9.576 -6.036 -0.042 0.039 -0.054
H -18.155 -8.823 -5.022 -0.047 -0.038 0.019
H -17.655 -9.920 -6.295 -0.053 -0.020 -0.139
H -17.066 -8.810 -8.186 0.252 0.066 0.129
H -16.752 -5.954 -7.942 -0.126 -0.006 0.043
H -17.888 -6.313 -9.229 -0.099 -0.256 -0.123
H -16.206 -6.953 -9.246 -0.181 -0.103 -0.280
C -13.604 -4.598 -5.184 0.354 0.039 0.200
C -14.063 -4.078 -6.518 -0.151 -0.429 0.120
O -14.432 -2.926 -6.666 0.100 0.336 -0.395
N -14.043 -4.967 -7.533 -0.483 -0.871 -0.362
C -14.354 -4.626 -8.923 0.380 0.452 0.649
H -13.313 -5.647 -5.186 -0.022 -0.015 -0.071
H -14.345 -4.435 -4.402 -0.094 0.075 -0.096
H -12.726 -4.010 -4.909 -0.022 -0.057 0.051
H -13.985 -5.938 -7.280 0.409 -0.006 -0.033
H -14.251 -5.476 -9.590 0.096 -0.184 0.224
H -13.596 -3.895 -9.201 -0.336 0.209 -0.450
H -15.362 -4.215 -9.014 0.117 0.182 -0.111
C -21.387 -6.889 -9.437 0.020 -0.020 0.294
C -22.141 -6.422 -8.229 0.690 -0.401 0.335
O -21.471 -6.104 -7.190 -0.283 0.152 1.078
N -23.447 -6.407 -8.249 -0.052 0.023 0.111
C -24.338 -6.049 -7.161 -0.866 0.725 0.019
H -20.839 -6.036 -9.841 -0.143 -0.019 -0.210
H -22.034 -7.379 -10.159 0.035 0.255 -0.206
H -20.636 -7.612 -9.118 -0.032 -0.001 0.113
H -23.912 -6.748 -9.081 0.165 0.011 -0.087
H -24.932 -6.903 -6.842 0.284 -0.137 0.191
H -25.064 -5.311 -7.516 0.082 -0.124 -0.224
H -23.835 -5.552 -6.339 0.369 -0.435 0.064
C -23.562 -2.592 -4.832 -0.990 0.012 -0.500
C -22.748 -2.944 -6.041 0.180 0.211 0.675
O -21.764 -3.740 -5.946 0.389 -0.889 0.272
N -23.070 -2.361 -7.169 -0.282 0.077 -0.655
C -22.426 -2.532 -8.481 0.679 0.014 0.858
H -23.399 -1.566 -4.499 0.461 -0.108 0.122
H -23.479 -3.315 -4.029 0.297 0.065 0.084
H -24.616 -2.568 -5.136 0.035 -0.154 0.093
H -23.909 -1.796 -7.162 0.064 0.078 0.137
H -22.588 -3.552 -8.822 -0.064 0.092 -0.311
H -21.357 -2.360 -8.347 -0.026 -0.183 -0.063
H -22.773 -1.770 -9.170 -0.336 -0.149 -0.076
C -19.709 -0.318 -11.093 -0.052 0.004 -0.448
C -20.849 0.077 -12.017 -0.491 -0.064 0.115
O -20.815 1.473 -12.000 0.084 -0.198 -0.319
C -19.532 1.859 -11.719 -0.343 -1.153 1.197
O -19.108 2.934 -11.745 0.445 1.634 -0.495
O -18.828 0.780 -11.244 -0.012 -0.428 0.165
F -22.055 -0.348 -11.490 0.285 0.033 -0.127
H -19.209 -1.244 -11.368 0.095 0.053 -0.143
H -20.112 -0.417 -10.077 0.157 0.285 0.055
H -20.780 -0.266 -13.050 -0.116 -0.213 0.076
C -19.074 -4.242 -12.544 -1.050 -0.337 1.557
C -18.180 -5.448 -12.384 -0.455 0.396 -0.825
O -17.129 -4.945 -11.574 0.220 0.112 0.853
S -16.755 -3.419 -12.021 -0.290 -1.780 -0.285
O -15.733 -3.525 -12.976 0.227 0.465 -0.599
O -16.588 -2.646 -10.852 -0.435 0.313 0.501
O -18.178 -3.164 -12.706 0.309 1.079 -0.731
H -19.627 -4.033 -11.610 0.209 -0.231 0.124
H -19.890 -4.344 -13.256 0.708 0.386 -0.855
H -17.798 -5.736 -13.365 0.080 -0.300 0.125
H -18.720 -6.257 -11.899 0.357 -0.180 0.128
```
Forces are in eV/Å.